No. 1
This record from the OMol25 dataset describes a cluster of 6 separate species, C10H34BO10 in total. The level of theory is ωB97M-V/def2-TZVPD.

XYZ file:
```
55
C10H34BO10 | the OMol25 dataset | ωB97M-V/def2-TZVPD
B -0.0865 -0.9850 -0.0387
H 0.5757 -0.2294 0.3548
H 0.2914 -1.9662 0.2037
H -1.0479 -0.7848 0.4084
H -0.1096 -0.9458 -1.1167
C -2.5865 -3.0463 -1.9576
C -1.7222 -3.9161 -1.0690
O -1.8789 -3.5507 0.2882
O -1.8885 -1.9138 -2.3924
H -3.4825 -2.8260 -1.3774
H -2.6702 -3.5365 -2.9275
H -0.6421 -3.7951 -1.1519
H -2.0417 -4.9286 -1.3157
H -1.3750 -2.7483 0.4428
H -1.3766 -1.6528 -1.6234
C 2.4947 2.9379 2.1196
C 2.1792 3.6660 0.8109
O 0.8312 4.1620 0.8641
O 2.2042 1.5471 2.1742
H 1.9544 3.4736 2.9001
H 3.5519 2.9818 2.3811
H 2.3104 2.9566 -0.0062
H 2.8590 4.4414 0.4575
H 0.1675 3.4684 0.8685
H 1.2809 1.4834 1.9190
C -2.1103 1.5424 1.7952
C -2.1849 1.2480 3.2905
O -1.7133 -0.0704 3.5439
O -0.8338 1.4182 1.2459
H -2.4631 2.5735 1.8167
H -2.7783 0.8473 1.2866
H -3.2406 1.3186 3.5525
H -1.6539 1.9625 3.9195
H -1.0225 -0.4267 2.9805
H -0.7087 0.5300 0.9039
C -0.6399 1.8842 -2.6782
C -1.9672 2.2439 -1.9280
O -2.9583 2.2633 -2.9382
O 0.3823 1.3605 -1.7856
H -0.0750 2.7195 -3.0920
H -0.8005 1.2923 -3.5793
H -1.7364 3.0940 -1.2861
H -2.3873 1.4774 -1.2767
H -3.0600 1.3478 -3.2084
H 0.1154 0.4385 -1.7968
C 2.7965 -2.9884 -0.7971
C 3.9044 -2.3785 0.2015
O 3.3970 -1.5075 1.2174
O 2.1684 -2.0811 -1.6107
H 2.0137 -3.3248 -0.1173
H 3.2181 -3.8581 -1.3011
H 4.6664 -1.8721 -0.3911
H 4.5327 -3.0936 0.7326
H 3.8798 -0.6802 1.2800
H 1.4668 -1.5732 -1.1967
```

Results
Frontier orbital gap, eV: 9.732
LUMO energy, eV: 3.06
Charge: -1
Maximum force, hartree/bohr: 0.08295

Löwdin atomic charge list, values in e, 5 entries: B -0.363; H 0.007; H -0.002; H 0.009; H -0.024


No. 2
This record from the OMol25 dataset describes a structure of composition C10H34BaO14P. The level of theory is ωB97M-V/def2-TZVPD.

XYZ file:
```
60
C10H34BaO14P | the OMol25 dataset | ωB97M-V/def2-TZVPD
Ba -0.2781 -0.0426 0.3321
P -0.3034 -1.5791 3.4447
O -0.0507 -0.0858 4.0028
O -0.8888 -2.2965 4.6477
O 0.9193 -2.1920 2.7083
O -1.4858 -1.1889 2.4096
C 2.6824 2.3488 -0.7243
O 1.4497 1.6781 -0.9951
H 3.0115 2.0469 0.2645
H 3.4583 2.0715 -1.4481
H 2.5514 3.4347 -0.7638
H 1.1640 1.9616 -1.8779
C -0.5850 -4.0243 0.2105
O 0.2396 -2.8836 0.3356
H -0.8832 -4.1515 -0.8309
H -0.0560 -4.9340 0.5212
H -1.4591 -3.9207 0.8642
H 0.4537 -2.7812 1.3258
C -3.8685 -2.0324 -0.4412
O -2.7057 -1.4796 0.1150
H -4.7480 -1.9036 0.2047
H -4.0951 -1.5400 -1.3888
H -3.7653 -3.1125 -0.6208
H -2.5140 -1.8145 1.0416
C 3.6601 -0.2602 1.9056
O 2.3562 -0.5366 1.4324
H 3.6259 0.2245 2.8856
H 4.2128 -1.2004 2.0124
H 4.1664 0.3824 1.1846
H 1.9272 -1.2421 2.0415
C 0.8298 2.8433 4.4189
C 1.2301 2.5648 2.9912
O 0.3537 1.6457 2.4409
O 0.9874 1.7028 5.2436
H -0.2215 3.1863 4.4084
H 1.4223 3.6281 4.9041
H 2.2791 2.2202 2.9646
H 1.2122 3.5122 2.4195
H 0.1006 0.8837 3.1960
H 0.5457 0.9096 4.8193
C -0.8357 3.2212 -3.5142
C -1.5655 1.9320 -3.2730
O -1.4916 1.4946 -1.9129
O 0.5736 2.9774 -3.3884
H -1.1572 3.9748 -2.7858
H -1.0699 3.5804 -4.5226
H -1.1589 1.1376 -3.8962
H -2.6116 2.0801 -3.5632
H -2.1700 1.9396 -1.3920
H 1.0628 3.7843 -3.5718
C 0.0103 -2.0357 -3.2955
C -1.4442 -2.2991 -3.1089
O -2.2270 -1.1669 -3.3905
O 0.3978 -1.0665 -2.3265
H 0.1616 -1.6041 -4.3005
H 0.6308 -2.9375 -3.2775
H -1.6248 -2.6548 -2.0867
H -1.7420 -3.1099 -3.7759
H -1.9808 -0.4881 -2.7478
H 1.3112 -0.8030 -2.4764
```

Results
Frontier orbital gap, eV: 4.827
LUMO energy, eV: 1.31
Charge: -1
Maximum force, hartree/bohr: 0.10708

Löwdin atomic charge list, values in e, 5 entries: Ba 2.059; P 0.123; O -0.340; O -0.402; O -0.384


No. 3
This record from the OMol25 dataset describes a cluster of 8 separate species, C10H34O10 in total. The level of theory is ωB97M-V/def2-TZVPD.

XYZ file:
```
54
C10H34O10 | the OMol25 dataset | ωB97M-V/def2-TZVPD
C 13.7765 7.1257 13.8891
O 14.1340 6.0583 13.1089
C 13.7113 4.8093 13.3700
O 12.8770 4.4490 14.1875
O 14.3562 3.9870 12.4743
C 14.0606 2.6344 12.3786
H 12.6970 7.2771 13.8877
H 14.3332 7.9588 13.4601
H 14.0952 6.9844 14.9218
H 13.0546 2.2199 12.4432
H 14.7288 2.0962 13.0509
H 14.2948 2.2993 11.3682
C 7.9417 1.2027 9.0384
O 7.5696 0.4167 10.1625
H 8.7241 1.8990 9.3404
H 8.3457 0.5212 8.2897
H 7.0368 1.7313 8.7386
H 7.2217 -0.4244 9.8572
C 9.9565 -1.3766 12.0704
O 9.9196 -0.2076 11.2179
H 9.1397 -2.0817 11.9162
H 10.9684 -1.7817 12.0724
H 9.8070 -0.9932 13.0798
H 8.9970 -0.0871 10.9816
C 12.0157 1.2046 14.9882
O 12.0648 0.6120 16.2740
H 11.8674 0.4478 14.2179
H 11.2375 1.9601 14.8799
H 12.9952 1.5763 14.6874
H 11.9908 -0.3314 16.1121
C 7.6570 5.3405 14.4465
O 7.2824 6.5882 13.8175
H 8.6767 5.4074 14.8257
H 7.1523 5.1302 15.3894
H 7.5374 4.5215 13.7371
H 7.3930 6.5366 12.8653
C 9.6887 7.0490 11.6765
O 8.3670 6.7829 11.2241
H 9.7503 8.0160 12.1758
H 9.9633 6.4148 12.5194
H 10.4139 6.9477 10.8691
H 8.1783 7.4553 10.5654
C 5.7339 3.2838 11.0012
O 4.8605 4.3201 10.7106
H 6.7238 3.6558 10.7371
H 5.8888 3.1132 12.0666
H 5.5801 2.3202 10.5155
H 5.0561 4.5753 9.8060
C 10.2048 2.9502 12.0508
O 10.2571 3.6454 13.2969
H 10.7167 1.9882 12.0268
H 9.1738 2.6123 11.9456
H 10.5169 3.5529 11.1979
H 11.1705 3.7662 13.5665
```

Results
SMILES string: COC(=O)OC.CO.CO.CO.CO.CO.CO.CO
Frontier orbital gap, eV: 9.686
LUMO energy, eV: 0.43
Maximum force, hartree/bohr: 0.06327

Löwdin atomic charge list, values in e, 5 entries: C -0.067; O 0.000; C -0.489; O 0.113; O 0.003


No. 4
This record from the OMol25 dataset describes a structure of composition C10H35N13O7Y. The level of theory is ωB97M-V/def2-TZVPD.

XYZ file:
```
66
C10H35N13O7Y | the OMol25 dataset | ωB97M-V/def2-TZVPD
Y -0.2754 -0.5938 0.1374
C -3.3373 -1.1899 -1.7357
O -2.5728 -0.7539 -0.8984
N -4.0106 -2.2992 -1.4383
N -3.4157 -0.7438 -2.9552
H -4.3277 -2.7736 -2.2717
H -3.9875 -2.8044 -0.5641
H -2.8966 0.0288 -3.3472
H -4.1919 -1.0203 -3.5393
C 0.0251 -1.7809 -3.2324
O -0.1071 -1.2464 -2.1426
N -0.0904 -1.0796 -4.3531
N 0.2148 -3.0381 -3.3637
H -0.3010 -0.0928 -4.3089
H 0.1420 -1.4985 -5.2423
H 0.3058 -3.6112 -2.5370
H 0.1263 -3.4690 -4.2729
C -1.9249 2.5016 -0.6124
O -1.1240 1.5549 -0.4429
N -2.3724 2.9304 -1.7241
N -2.4162 3.3588 0.2478
H -3.0545 3.6709 -1.6436
H -2.0509 2.5508 -2.6032
H -2.3176 3.3140 1.2520
H -3.0794 3.9535 -0.2283
C 1.1165 -1.6178 3.4724
O 0.6542 -1.3557 2.3436
N 2.3362 -1.3360 3.9203
N 0.4359 -2.4246 4.3340
H 3.0016 -0.8052 3.3767
H 2.4084 -1.2432 4.9235
H -0.3659 -2.9296 3.9844
H 0.8921 -2.5962 5.2186
C 1.5660 2.3200 1.6098
O 1.0683 1.2971 1.0662
N 0.9647 3.4845 1.4534
N 2.6150 2.4221 2.3115
H 0.0472 3.5213 1.0327
H 1.4529 4.3044 1.7842
H 3.1944 1.5965 2.2596
H 2.9730 3.3594 2.4272
C -2.4142 -0.1789 2.8545
O -1.7392 -0.2942 1.8448
N -2.8029 1.0019 3.3101
N -2.7955 -1.0408 3.6923
H -2.4951 1.8385 2.8354
H -3.4849 0.9655 4.0541
H -2.5467 -1.9965 3.4810
H -3.1826 -0.7878 4.5902
C 4.2234 -1.4675 -0.4647
C 2.9098 -0.6827 -0.3487
C 2.5186 0.3303 -1.5118
O 1.2113 0.8481 -1.4421
C 1.0971 1.8793 -2.4615
N 1.8538 -1.7160 -0.2293
H 4.4415 -2.1178 0.3824
H 5.1450 -0.9034 -0.6084
H 4.2549 -2.1512 -1.3130
H 2.9553 -0.0491 0.5371
H 2.8560 -0.1635 -2.4230
H 3.1929 1.1861 -1.5458
H 1.6893 2.7446 -2.1641
H 0.0481 2.0562 -2.6991
H 1.4882 1.5585 -3.4270
H 2.2897 -2.3930 0.3805
H 1.9659 -2.3320 -1.0218
```

Results
Frontier orbital gap, eV: 10.248
LUMO energy, eV: -7.29
Charge: +3
Maximum force, hartree/bohr: 0.12443

Löwdin atomic charge list, values in e, 5 entries: Y 1.786; C -0.701; O -0.059; N 0.199; N 0.217


Molecular weight values, unit g mol⁻¹, following the record order: 325.2 546.7 314.4 538.4.
Relative energy (zero: lowest compared OMol25 entry of this formula, charge and spin) values, unit kJ/mol, following the record order: 307.2 0.0 138.4 349.4.
HOMO level values, unit Eh, following the record order: -0.245 -0.129 -0.340 -0.645.